{
  "formula": "H2O2",
  "method": "wB97M-V/def2-TZVPD",
  "elements": ["O", "O", "H", "H"],
  "positions_angstrom": [[0.716, -0.386, 0.011], [-0.664, -0.347, -0.144], [0.863, 0.525, -0.407], [-0.915, 0.209, 0.541]],
  "multiplicity": 1,
  "gap_ha": 0.437,
  "e_above_lowest_kj_mol": 22.7,
  "smiles": "OO",
  "total_charge": 0
}